[1]
Computed, not measured: 13 unconnected molecules or ions with the total composition C87H192N8O13, with wB97M-V/def2-TZVPD.

Last column: Mulliken charge in e.
Cartesian coordinates (Å):
C: 3.80210 -8.00713 -2.09844  -2.077
C: 3.05422 -7.12169 -1.13161  1.347
C: 4.00712 -6.28827 -0.25380  -1.530
C: 3.27559 -5.05300 0.30953  0.284
C: 2.67106 -4.21314 -0.74970  0.080
C: 1.57757 -4.94694 -1.47922  4.048
N: 2.19810 -6.21164 -1.96223  0.221
O: 1.16251 -6.94748 -2.63789  -0.562
C: 0.36233 -5.30081 -0.56579  -1.463
C: 1.17732 -4.25077 -2.74796  -1.267
C: 2.20061 -8.09302 -0.29076  -1.643
H: 4.37899 -7.33886 -2.74257  0.458
H: 3.07241 -8.61252 -2.56588  0.467
H: 4.47281 -8.64494 -1.52816  0.399
H: 4.41672 -6.84164 0.60443  0.489
H: 4.87742 -5.94712 -0.86426  0.257
H: 3.96628 -4.38045 0.79296  -0.208
H: 2.57779 -5.28991 1.13089  0.133
H: 3.56749 -3.93244 -1.40355  0.355
H: 2.32231 -3.31920 -0.19222  -1.208
H: -0.11645 -6.10140 -1.13211  0.898
H: 0.65209 -5.63349 0.43694  -0.307
H: -0.21851 -4.40716 -0.50535  -0.031
H: 0.94366 -3.19266 -2.66175  -0.659
H: 2.00678 -4.38631 -3.45413  0.561
H: 0.28414 -4.69808 -3.13936  -0.359
H: 1.46217 -7.62640 0.34887  0.196
H: 2.82779 -8.73071 0.33491  0.459
H: 1.62420 -8.66842 -1.00988  0.396
H: 1.41109 -6.89889 -3.55455  0.362
C: 5.09714 2.65075 5.19337  -2.130
C: 3.96933 3.64919 4.89773  2.530
C: 4.34666 4.99624 5.53366  -1.371
C: 3.46227 6.14859 5.21116  -0.479
C: 3.56975 6.30680 3.66112  -1.423
C: 3.18348 5.00311 2.95039  2.352
N: 4.04716 3.93195 3.43621  -0.567
O: 3.53841 2.73479 2.83140  0.583
C: 1.62766 4.68206 3.12876  -1.027
C: 3.39949 5.21611 1.47326  -1.925
C: 2.68584 2.97586 5.40010  -1.975
H: 4.93696 1.65212 4.77852  0.268
H: 5.05487 2.50702 6.30411  0.351
H: 5.99835 2.98550 4.71334  0.505
H: 4.44361 4.89407 6.67382  0.283
H: 5.39213 5.22389 5.17950  0.335
H: 3.69543 7.12421 5.68357  0.441
H: 2.42915 5.95110 5.64745  0.218
H: 4.65262 6.45102 3.39722  0.428
H: 2.94139 7.08755 3.16841  0.405
H: 1.29898 3.98537 2.38365  0.045
H: 1.27341 4.37540 4.07342  0.277
H: 0.98613 5.61729 2.98305  0.285
H: 4.42388 5.53589 1.23912  0.576
H: 3.28827 4.24921 0.95788  -0.111
H: 2.73451 6.01433 1.10763  0.399
H: 2.91958 2.43478 6.28077  0.817
H: 2.28592 2.29482 4.61246  -0.045
H: 1.87801 3.65796 5.59670  0.289
H: 4.25557 2.48829 2.22586  0.110
C: -4.54386 -1.62951 5.47943  -1.638
C: -5.64416 -0.53414 5.27541  2.221
C: -5.09542 0.80242 4.73048  -1.794
C: -4.53664 0.62403 3.28398  2.770
C: -5.60091 0.19595 2.35368  -1.275
C: -6.30081 -1.15036 2.88150  1.517
N: -6.70881 -0.92712 4.26695  -0.057
O: -7.26996 -2.19073 4.67489  -0.500
C: -7.57074 -1.31666 2.05174  -1.945
C: -5.37198 -2.43176 2.72002  -0.677
C: -6.23938 -0.29748 6.66395  -2.047
H: -3.77456 -1.18225 6.07264  0.245
H: -4.05817 -1.85887 4.54828  0.138
H: -5.00508 -2.45148 5.92574  0.569
H: -5.94406 1.48983 4.73261  0.472
H: -4.23143 1.26134 5.29396  0.238
H: -3.74311 -0.13711 3.39057  -0.848
H: -3.97140 1.48863 2.89392  -1.179
H: -5.24362 0.20052 1.34899  -0.076
H: -6.41930 0.89318 2.39853  0.661
H: -8.15567 -2.17057 2.33567  0.517
H: -8.24004 -0.45705 2.16743  0.423
H: -7.34636 -1.56755 1.02451  0.224
H: -5.76114 -2.84431 1.80423  0.464
H: -4.32297 -2.24131 2.60100  -0.453
H: -5.56525 -3.12151 3.55296  0.304
H: -7.05643 0.42250 6.63350  0.407
H: -5.47561 0.06789 7.32166  0.363
H: -6.57535 -1.32025 6.97407  0.493
H: -8.02012 -1.88090 5.21650  0.423
C: 5.64041 5.85050 -6.48563  -2.005
C: 4.48406 5.02985 -5.72987  1.441
C: 5.10694 4.42817 -4.50453  -1.309
C: 4.13204 4.08198 -3.37830  0.501
C: 3.26940 5.28102 -2.98855  -1.176
C: 2.45606 5.73670 -4.22896  2.177
N: 3.46831 6.09130 -5.29906  0.124
O: 2.87975 6.63898 -6.50756  -0.477
C: 1.32186 4.78113 -4.68863  -1.331
C: 1.83702 7.15830 -3.91799  -2.155
C: 3.85377 4.03483 -6.70418  -1.322
H: 5.72966 6.78530 -5.95457  0.508
H: 5.40663 6.04670 -7.52547  0.323
H: 6.60369 5.38683 -6.37867  0.418
H: 5.65427 3.48206 -4.77025  0.401
H: 5.84296 5.14653 -4.09784  0.369
H: 4.63530 3.66692 -2.51615  0.730
H: 3.47999 3.20149 -3.57344  -0.866
H: 3.81836 6.17265 -2.65212  0.524
H: 2.64323 5.02146 -2.12371  -0.047
H: 1.56153 3.74400 -4.67088  0.011
H: 0.44479 4.93717 -4.06141  0.034
H: 0.99168 5.02395 -5.71022  0.430
H: 2.65784 7.86164 -3.64579  0.425
H: 1.28730 7.56720 -4.75683  0.586
H: 1.28163 7.07319 -2.98447  0.410
H: 3.59259 4.50513 -7.65675  0.370
H: 3.01275 3.44946 -6.27031  0.056
H: 4.60616 3.26375 -6.85913  0.499
H: 2.75239 7.55534 -6.24724  0.361
C: -6.31426 2.60729 -1.53921  -1.433
C: -5.31865 1.95359 -2.50313  1.894
C: -5.88413 1.93330 -3.93408  -1.518
C: -5.89158 3.29108 -4.65512  -0.734
C: -4.43573 3.77808 -4.60821  -1.235
C: -3.86856 3.92933 -3.19938  2.165
N: -3.98243 2.61323 -2.58498  0.352
O: -3.37067 2.56427 -1.33743  1.931
C: -2.34093 4.33495 -3.29380  -2.345
C: -4.65559 4.99620 -2.41740  -1.508
C: -5.12432 0.50302 -2.06576  -1.453
H: -6.78754 3.47884 -1.91989  0.497
H: -5.77157 2.92858 -0.59365  -0.082
H: -7.13638 1.86355 -1.28476  0.398
H: -5.12423 1.23853 -4.39243  0.218
H: -6.84345 1.42233 -4.04486  0.420
H: -6.57070 4.01129 -4.17620  0.339
H: -6.24248 3.07191 -5.66991  0.492
H: -4.36345 4.72623 -5.10138  0.474
H: -3.81399 3.12268 -5.22197  0.028
H: -2.28313 5.31009 -3.79910  0.754
H: -1.84927 4.39946 -2.31036  0.268
H: -1.74123 3.62175 -3.87969  0.112
H: -4.35377 6.02300 -2.63290  0.507
H: -5.75597 5.03741 -2.50601  0.268
H: -4.47486 4.95130 -1.32565  0.014
H: -6.08483 -0.02160 -2.09972  0.841
H: -4.83893 0.50548 -1.00058  -0.424
H: -4.44695 -0.16169 -2.64351  -0.160
H: -3.79358 3.03002 -0.59752  -0.834
C: -3.90521 -6.91180 -3.73386  -1.539
C: -3.44557 -5.44458 -3.96262  1.206
C: -4.26684 -4.68657 -4.98998  -1.089
C: -5.59500 -4.33560 -4.39843  -0.966
C: -5.43817 -3.39118 -3.20045  -0.487
C: -4.61355 -4.06804 -2.06044  1.501
N: -3.39735 -4.73265 -2.68258  1.215
O: -2.72525 -5.40952 -1.62739  -0.628
C: -4.09291 -2.94576 -1.16388  0.437
C: -5.50555 -5.04610 -1.30274  -1.885
C: -2.01818 -5.61529 -4.56321  -1.601
H: -4.87164 -7.03254 -3.18485  0.249
H: -3.20895 -7.35944 -3.05180  0.326
H: -3.85544 -7.49981 -4.65876  0.443
H: -3.73644 -3.78372 -5.23024  0.108
H: -4.32940 -5.31557 -5.88144  0.537
H: -6.15530 -5.24926 -4.02697  0.365
H: -6.27145 -3.91122 -5.13191  0.468
H: -6.41267 -3.08991 -2.78968  0.539
H: -4.87215 -2.49500 -3.52978  -0.155
H: -4.89881 -2.26310 -0.79697  0.096
H: -3.49149 -3.34739 -0.38208  -0.904
H: -3.48817 -2.19487 -1.70837  -0.424
H: -6.30548 -4.47938 -0.79875  0.377
H: -5.94384 -5.80783 -1.93342  0.470
H: -5.03439 -5.69828 -0.60253  0.319
H: -1.36569 -4.73015 -4.51462  0.054
H: -1.99833 -6.03798 -5.59614  0.469
H: -1.46192 -6.16431 -3.84105  0.452
H: -1.78360 -5.20606 -1.61078  0.148
C: 6.18529 -2.07138 1.01682  -1.366
C: 5.41346 -1.30994 2.09508  1.459
C: 4.21985 -2.07159 2.64568  -0.429
C: 4.51318 -3.22353 3.59588  -0.611
C: 5.29987 -2.67355 4.79039  -1.687
C: 6.55454 -1.83315 4.29300  1.561
N: 6.17820 -0.84287 3.23185  0.884
O: 7.32949 -0.15047 2.70296  -0.561
C: 7.18736 -1.00972 5.42087  -1.464
C: 7.63009 -2.89497 3.86083  -1.789
C: 4.90732 -0.05651 1.38171  -0.772
H: 6.80729 -1.43925 0.40047  0.358
H: 5.41149 -2.47241 0.31160  0.218
H: 6.75884 -2.92473 1.26427  0.247
H: 3.60776 -1.33335 3.20712  0.202
H: 3.56426 -2.27321 1.75948  -0.337
H: 5.10024 -3.96965 3.06193  0.371
H: 3.59550 -3.67674 3.95326  0.407
H: 5.60465 -3.46826 5.43411  0.538
H: 4.64102 -1.93268 5.24174  0.406
H: 7.53393 0.01688 5.15839  0.208
H: 6.40962 -0.81499 6.20909  0.318
H: 7.96825 -1.55441 5.92686  0.364
H: 8.05625 -3.49657 4.63702  0.526
H: 7.37297 -3.51608 2.97727  0.197
H: 8.51739 -2.35751 3.44275  0.368
H: 4.87817 -0.15697 0.25946  -0.085
H: 5.53626 0.77695 1.64730  0.760
H: 3.87579 0.27572 1.68575  -0.731
H: 7.47329 0.57997 3.27274  0.347
C: -0.47276 -1.40896 -0.06063  1.182
C: -0.92457 -0.04706 0.40047  2.715
C: -0.33892 0.30680 1.72205  -0.217
C: 1.18955 0.53300 1.68154  -0.473
C: 1.38866 1.69133 0.79073  0.325
C: 0.80077 1.53606 -0.65224  1.730
N: -0.59659 1.15694 -0.44536  0.452
O: -1.15222 1.04524 -1.73544  2.529
C: 0.80004 2.93274 -1.26159  -0.451
C: 1.72962 0.52146 -1.39349  0.039
C: -2.35601 -0.08345 0.64275  -0.606
H: -0.92530 -2.06009 0.66509  -0.905
H: 0.61435 -1.56149 -0.08544  -0.491
H: -0.84785 -1.64815 -1.03426  -0.426
H: -0.76428 1.24815 2.00621  -0.815
H: -0.63879 -0.44005 2.42724  0.037
H: 1.69020 -0.34635 1.37209  -0.399
H: 1.64124 0.68032 2.68402  0.279
H: 2.42767 2.03550 0.79889  0.890
H: 0.81618 2.51010 1.23082  -1.696
H: 0.40164 3.11101 -2.27190  -0.446
H: 0.42031 3.64653 -0.52690  -0.027
H: 1.85608 3.20446 -1.32430  -0.271
H: 2.41857 1.06943 -2.05233  -0.549
H: 2.36247 -0.08132 -0.70984  -0.659
H: 1.18010 -0.08184 -2.11619  -0.018
H: -2.83709 -0.22505 -0.36230  -1.021
H: -2.69886 0.89243 0.94571  -0.086
H: -2.66110 -0.92756 1.29119  0.022
H: -1.79919 1.75504 -1.65143  -0.741
C: 4.71459 -1.96415 -4.65558  -1.640
C: 3.85599 -0.87916 -4.07494  1.804
C: 4.52170 0.53618 -4.15607  -0.622
O: 2.65992 -0.84417 -4.92016  -0.667
H: 4.28194 -2.99766 -4.70373  0.294
H: 5.68645 -1.92782 -4.15378  0.342
H: 4.90639 -1.70955 -5.71936  0.434
H: 3.61206 -1.15167 -3.05132  -0.515
H: 5.07419 0.64044 -5.06624  0.400
H: 5.06685 0.84408 -3.26054  0.350
H: 3.73955 1.28714 -4.23774  -0.282
H: 1.97522 -0.29250 -4.54277  0.060
C: -2.45344 -4.49482 1.97618  -0.554
C: -1.66857 -4.04095 3.17794  0.466
C: -0.16154 -4.35593 3.15310  -1.533
O: -1.88274 -2.63566 3.24926  0.089
H: -3.52384 -4.50940 2.03327  0.306
H: -2.17130 -5.56130 1.78501  0.479
H: -2.20711 -3.94839 1.03764  -0.610
H: -2.02390 -4.49804 4.09184  0.445
H: 0.01359 -5.43812 3.21330  0.560
H: 0.27089 -3.88271 4.03190  0.483
H: 0.31052 -4.03843 2.23770  -0.016
H: -1.43256 -2.16922 3.96522  -0.335
C: -0.72683 -1.26600 -4.22502  0.158
C: -0.59886 -0.05085 -5.12291  0.336
C: -1.98951 0.50242 -5.28607  -1.245
O: 0.29231 0.87900 -4.58627  -0.336
H: -1.11020 -1.01732 -3.24234  -0.430
H: 0.23421 -1.72351 -4.05076  -0.307
H: -1.39362 -2.04376 -4.64122  0.308
H: -0.24089 -0.43694 -6.10569  0.517
H: -2.62766 -0.33847 -5.61667  0.461
H: -2.04532 1.29535 -6.01708  0.515
H: -2.27004 0.79515 -4.25695  -0.108
H: -0.27956 1.39425 -3.94941  -0.304
C: -2.26231 3.82513 3.03634  -0.463
C: -3.00040 4.76151 2.06175  0.303
C: -2.07722 5.52318 1.20142  -1.241
O: -3.87274 3.90510 1.26366  -0.530
H: -2.95108 3.39777 3.76047  0.401
H: -1.62955 4.46294 3.66399  0.712
H: -1.69260 3.11475 2.53301  -0.713
H: -3.62247 5.48410 2.56208  0.343
H: -1.56278 4.79259 0.60272  -0.112
H: -1.30689 6.10764 1.73208  0.463
H: -2.62634 6.21872 0.58521  0.468
H: -4.53112 3.55816 1.87010  0.193
C: -1.45223 0.87048 5.60441  -0.116
C: -0.19412 0.16905 6.01055  1.849
C: -0.16881 0.11824 7.50781  -1.696
O: -0.27592 -1.14191 5.47258  -0.446
H: -2.33231 0.33104 5.90130  -0.521
H: -1.54248 0.90756 4.54498  -0.248
H: -1.53670 1.90344 6.00737  0.511
H: 0.70677 0.73365 5.64031  -0.446
H: -1.09836 -0.34135 7.80131  0.376
H: 0.01807 1.08052 8.03153  0.350
H: 0.61408 -0.62807 7.75635  0.380
H: 0.59129 -1.49209 5.23124  0.205

Computed properties:
LUMO level, hartree: 0.0110
DFT total energy, a.u.: -4845.7755
Relative energy (zero: lowest compared OMol25 entry of this formula, charge and spin), kJ/mol: 63.7
Orbital gap, eV: 8.2172
HOMO, eV: -7.92

[2]
Computed, not measured: a molecular structure, C8H21CrO5, with wB97M-V/def2-TZVPD.

Last column: Mulliken charge in e.
Cartesian coordinates (Å):
Cr: -0.50635 -0.11314 -0.36398  0.761
C: -0.14667 -0.86538 -3.92732  -0.828
C: -1.62740 -0.62149 -3.54692  -0.353
O: -1.88440 -0.31561 -2.22391  -0.687
H: -0.17573 -1.14223 -4.98118  0.409
H: 0.14512 -1.74352 -3.35127  -0.033
H: 0.52958 -0.03409 -3.72800  0.256
H: -2.15888 -1.54203 -3.78826  0.288
H: -1.90987 0.10152 -4.31214  0.251
C: -2.73439 -0.33067 3.17278  -0.993
C: -3.19062 0.33404 1.90114  -0.401
O: -2.36436 0.33383 0.75771  -0.488
H: -1.93107 0.12981 3.74787  0.216
H: -2.30737 -1.29192 2.88683  0.179
H: -3.50921 -0.41104 3.93521  0.364
H: -3.46834 1.37028 2.09391  0.259
H: -4.10121 -0.16578 1.57082  0.284
C: 2.43334 2.97453 1.20310  -1.189
C: 1.00356 2.49718 0.69771  -0.155
O: 0.87352 1.63288 -0.38077  -0.779
H: 3.09031 2.15044 1.48128  0.275
H: 2.35659 3.49924 2.15541  0.381
H: 2.96009 3.69291 0.57497  0.288
H: 0.50432 3.45368 0.54285  0.297
H: 0.36341 2.08588 1.47819  0.109
C: 1.53491 -1.94763 0.92515  -0.752
C: 2.31081 -1.53857 -0.32075  -0.310
O: 1.28342 -1.11039 -1.27991  -0.244
O: 0.69992 -0.94458 1.47969  -0.307
H: 2.14854 -2.30296 1.75298  0.477
H: 1.00351 -2.82657 0.56022  0.274
H: 2.90501 -2.34376 -0.75284  0.424
H: 2.99178 -0.71528 -0.10493  0.227
H: 1.70018 -1.23333 -2.13595  0.259
H: 1.17808 -0.71626 2.28021  0.240

Computed properties:
<S²>: 6.0096
Multiplicity: 5
LUMO level (spin up / spin down), hartree: 0.0947 / 0.0937
DFT total energy, a.u.: -1737.9864
Relative energy (zero: lowest compared OMol25 entry of this formula, charge and spin), kJ/mol: 120.9
Total charge: -1
Orbital gap (spin up / spin down), eV: 5.9611 / 6.3703
HOMO (spin up / spin down), eV: -3.38 / -3.82

[3]
Computed, not measured: a molecular structure, C2H3F3O, with wB97M-V/def2-TZVPD.

Last column: Mulliken charge in e.
Cartesian coordinates (Å):
C: 0.44298 -0.13424 0.80824  -0.441
C: 0.28454 -2.03534 0.56196  0.709
O: 0.00910 0.45383 -0.34990  -0.471
F: 1.27950 -2.33175 -0.28523  -0.232
F: -0.88950 -2.21552 -0.05172  -0.239
F: 0.43614 -2.69231 1.69050  -0.223
H: -0.11331 0.29473 1.74525  0.283
H: 1.54017 -0.24911 0.91921  0.286
H: -0.91754 0.39799 -0.50225  0.327

Computed properties:
LUMO level, hartree: 0.0295
DFT total energy, a.u.: -452.7977
Relative energy (zero: lowest compared OMol25 entry of this formula, charge and spin), kJ/mol: 147.2
Orbital gap, eV: 10.8446
HOMO, eV: -10.04